1.
DFT (ωB97M-V with the def2-TZVPD basis set) results for a molecular structure, C46H66MoN3O6SSeTe at a distorted geometry.

Computed properties:
Charge: -1
E_HOMO (alpha / beta) in eV: -3.50 / -4.52
2S+1: 3
LUMO energy (alpha / beta) in eV: 2.0863 / 2.1028
Energy above the lowest of the compared OMol25 structures with the same formula, charge and spin in eV: 1.382
Energy in Ha: -5544.193517

Last column: Löwdin spin population.
Cartesian coordinates (Å):
Mo  -0.49075  0.53989  -0.12232  2.16
C  -4.83264  -5.27312  -3.16410  0.00
C  -4.64498  -4.98332  -1.66868  0.00
C  -6.00191  -5.01108  -0.95110  0.00
C  -3.78050  -6.09746  -1.07173  0.00
C  -4.01037  -3.61154  -1.49031  0.00
C  -2.78014  -3.42806  -0.88185  0.00
C  -2.29154  -2.15365  -0.70621  0.02
Se  -0.63486  -1.87707  0.23906  0.01
C  -1.49959  -1.81792  1.95018  0.00
C  -1.88008  -2.96647  2.59642  0.00
C  -2.52507  -2.88051  3.82424  0.00
C  -2.71309  -1.60932  4.34795  0.00
C  -2.29448  -0.43195  3.74041  0.00
C  -1.67939  -0.51662  2.46924  0.01
O  -1.24691  0.49869  1.78755  0.05
C  -2.53303  0.87365  4.49477  0.00
C  -1.86369  0.78768  5.87688  0.00
C  -1.97244  2.11461  3.79669  0.00
C  -4.04584  1.08171  4.65773  0.00
C  -2.98677  -4.15599  4.51027  0.00
C  -1.76059  -5.03287  4.79997  0.00
C  -3.94744  -4.89040  3.56456  0.00
C  -3.71482  -3.88481  5.82964  0.00
C  -2.95827  -0.97579  -1.10386  0.01
O  -2.40360  0.17303  -0.83820  0.07
C  -4.18031  -1.16815  -1.79718  0.00
C  -4.65807  -2.46355  -1.94130  0.00
C  -4.99651  -0.03822  -2.42031  0.00
C  -6.39160  -0.00056  -1.77868  0.00
C  -5.12363  -0.28956  -3.93185  0.00
C  -4.36619  1.34437  -2.24020  0.00
H  -5.26149  -6.26450  -3.30971  0.00
H  -3.87190  -5.23103  -3.67312  0.00
H  -5.49120  -4.54449  -3.62888  0.00
H  -6.45792  -5.99787  -1.02622  0.00
H  -6.68962  -4.28532  -1.37631  0.00
H  -5.86581  -4.77593  0.10247  0.00
H  -4.26569  -7.06247  -1.21462  0.00
H  -3.64597  -5.94678  -0.00340  0.00
H  -2.80717  -6.13320  -1.55409  0.00
H  -2.18385  -4.24996  -0.51232  0.00
H  -1.66707  -3.91684  2.12645  0.00
H  -3.20818  -1.51554  5.30093  0.00
H  -0.79359  0.62540  5.76449  0.00
H  -2.26581  -0.02162  6.48086  0.00
H  -2.01340  1.72163  6.41579  0.00
H  -0.90187  2.01970  3.62043  0.00
H  -2.13584  2.98726  4.43091  0.00
H  -2.46602  2.28891  2.84336  0.00
H  -4.51021  0.26589  5.20670  0.00
H  -4.51492  1.14477  3.67868  0.00
H  -4.23886  2.01076  5.19048  0.00
H  -1.21934  -5.25648  3.88493  0.00
H  -2.05930  -5.97177  5.26386  0.00
H  -1.08132  -4.51233  5.47209  0.00
H  -3.45109  -5.13605  2.63036  0.00
H  -4.80122  -4.25550  3.33519  0.00
H  -4.31059  -5.81343  4.01373  0.00
H  -3.05389  -3.39539  6.54183  0.00
H  -4.04695  -4.82481  6.26762  0.00
H  -4.59077  -3.25892  5.67140  0.00
H  -5.60739  -2.59134  -2.44223  0.00
H  -6.92361  -0.93821  -1.91694  0.00
H  -6.98653  0.79664  -2.22217  0.00
H  -6.30313  0.18602  -0.71016  0.00
H  -5.63933  -1.22170  -4.14799  0.00
H  -4.13636  -0.33188  -4.38727  0.00
H  -5.68299  0.52189  -4.39514  0.00
H  -4.28362  1.58739  -1.18319  0.00
H  -4.99387  2.09778  -2.71989  0.00
H  -3.37575  1.37848  -2.69190  0.00
O  1.34867  -1.68987  2.13882  0.00
H  2.12060  -1.51449  1.57498  0.00
H  1.01210  -0.81973  2.38698  0.00
O  -2.69710  3.42651  0.39655  0.00
H  -1.74379  3.30352  0.52659  0.00
H  -2.87264  3.07117  -0.48058  0.00
Te  0.59789  0.13576  -2.36657  -0.39
C  7.65135  -0.26868  1.00703  0.00
C  6.46617  -0.22924  1.93267  0.00
C  6.34762  -1.19666  2.92388  0.00
C  5.24099  -1.21871  3.75517  0.00
C  4.25986  -0.26528  3.60836  0.00
C  4.36274  0.72907  2.63002  0.00
N  3.26886  1.57871  2.52138  0.00
C  3.18009  2.86766  2.03672  0.01
C  4.12790  3.82403  2.38076  0.00
C  3.99049  5.14324  1.97590  0.01
C  2.87321  5.53703  1.24496  0.00
C  1.91233  4.61479  0.90670  0.01
C  2.03833  3.26502  1.28346  0.00
C  1.06678  2.31662  0.81134  0.03
O  0.02568  2.65390  0.13970  0.03
O  1.19940  1.04371  0.95910  0.02
C  5.47227  0.73667  1.76867  0.00
C  5.53421  1.69222  0.61683  0.00
H  8.38172  -0.99432  1.36019  0.00
H  8.12994  0.70744  0.93585  0.00
H  7.34224  -0.56160  0.00192  0.00
H  7.11137  -1.95536  3.02888  0.00
H  5.13995  -1.98343  4.51347  0.00
H  3.38192  -0.28173  4.23905  0.00
H  2.39088  1.07508  2.45527  0.00
H  4.98334  3.51752  2.96838  0.00
H  4.75176  5.86452  2.23718  0.00
H  2.76855  6.56610  0.93189  0.00
H  1.04930  4.89617  0.32152  0.00
H  6.04161  2.61945  0.88716  0.00
H  4.52843  1.93797  0.28614  0.00
H  6.05976  1.24377  -0.22164  0.00
C  5.53224  -1.60589  -3.17703  0.00
N  4.37872  -1.46843  -2.31763  0.00
C  4.37585  -1.60295  -0.97297  0.00
S  3.32331  -0.69595  -0.07215  -0.03
N  5.24280  -2.44398  -0.35125  0.00
C  5.72924  -3.68654  -0.91479  0.00
H  5.38283  -0.98431  -4.05674  0.00
H  5.67887  -2.63755  -3.50930  0.00
H  6.43712  -1.27152  -2.66341  0.00
H  3.63748  -0.85364  -2.63858  -0.01
H  5.13679  -2.41736  0.65333  0.00
H  6.69217  -3.54061  -1.41403  0.00
H  5.01308  -4.08177  -1.63561  0.00
H  5.86329  -4.41671  -0.11778  0.00

Cartesian forces (eV/Å) of the 3 atoms listed first:
-1.79 0.15 -0.17
0.00 -0.02 0.19
-0.09 -0.13 -0.03


2.
DFT (ωB97M-V with the def2-TZVPD basis set) results for a single C4H7NO3 molecule at a distorted geometry.

Computed properties:
E_HOMO in eV: -9.80
LUMO energy in eV: 0.2295
Energy above the lowest of the compared OMol25 structures with the same formula, charge and spin in eV: 5.192
Energy in Ha: -436.952590
SMILES: CO/N=C(/O)C(C)=O

Last column: natural (NBO) charge in e.
Cartesian coordinates (Å):
C  -2.26486  -0.03645  0.01548  -0.25
C  0.79689  -1.33936  0.28688  -0.70
C  0.98379  -0.09526  -0.55009  0.58
O  -0.99321  0.40884  -0.41632  -0.47
O  1.76148  -0.09356  -1.49641  -0.58
H  -2.21929  -0.55856  0.97462  0.17
H  -2.89552  0.84636  0.12389  0.20
H  -2.67195  -0.70381  -0.74898  0.20
H  0.12779  -2.00225  -0.26134  0.24
H  0.35457  -1.14118  1.26028  0.22
H  1.75297  -1.85103  0.38561  0.24
O  1.98489  2.05842  0.15740  -0.64
C  0.91791  1.27258  0.24691  0.40
N  -0.26425  1.64500  0.43266  -0.13
H  2.62878  1.59025  -0.41059  0.52

Cartesian forces (eV/Å) of the 3 atoms listed first:
0.13 0.66 0.66
-0.68 -0.34 -0.58
3.84 0.20 1.76


3.
DFT (ωB97M-V with the def2-TZVPD basis set) results for a single C6H6Cl2N2O2 molecule at a distorted geometry.

Computed properties:
E_HOMO in eV: -8.92
LUMO energy in eV: -0.2717
Energy above the lowest of the compared OMol25 structures with the same formula, charge and spin in eV: 2.328
Energy in Ha: -1412.420832
SMILES: N[C@@H]1O\[N+]([O-])=C(Cl)/C=C\C=C/1Cl

Last column: natural (NBO) charge in e.
Cartesian coordinates (Å):
C  -1.70536  -0.40744  -0.51028  -0.21
C  -1.02621  0.74334  -1.14057  -0.25
C  -1.51857  -0.84210  0.76623  -0.19
C  0.25113  1.10109  -0.97681  -0.01
C  1.38575  0.26221  -0.48670  0.17
C  -0.69917  -0.19452  1.82917  0.01
N  1.87001  -0.69480  -1.52649  -0.78
N  0.59587  -0.04702  1.75577  0.34
O  1.36088  0.50411  2.55271  -0.46
O  1.12476  -0.64518  0.59983  -0.38
Cl  0.81695  2.67388  -1.53911  0.02
Cl  -1.57083  0.41677  3.06644  0.12
H  -2.53349  -0.94855  -0.93412  0.23
H  -1.81127  1.29054  -1.72400  0.24
H  -2.02516  -1.73178  1.20029  0.23
H  2.05787  1.00076  -0.20160  0.20
H  0.94692  -1.23408  -1.74875  0.37
H  2.47991  -1.24724  -0.98202  0.37

Cartesian forces (eV/Å) of the 3 atoms listed first:
0.82 -0.98 2.34
-1.80 -0.17 -0.16
0.43 -0.08 -0.10


4.
DFT (ωB97M-V with the def2-TZVPD basis set) results for a molecular structure, C4H2I3NS at a distorted geometry.

Computed properties:
E_HOMO in eV: -9.49
LUMO energy in eV: -0.8576
Energy above the lowest of the compared OMol25 structures with the same formula, charge and spin in eV: 1.557
Energy in Ha: -1499.511201

Last column: natural (NBO) charge in e.
Cartesian coordinates (Å):
C  -0.72979  0.49409  2.24717  -0.03
C  1.71245  -0.25089  -0.76874  -0.47
C  0.51251  -0.78203  -0.81182  -0.14
C  -1.06521  0.44084  -0.39538  -0.67
N  0.10058  0.89449  2.95735  -0.27
S  -1.80200  -0.12848  1.19086  0.37
I  -0.13075  -2.74666  -0.49323  0.24
I  -2.67714  -0.10364  -1.76466  0.21
I  -0.49652  2.41887  -0.60655  0.29
H  2.46964  -0.93150  -1.00801  0.22
H  2.10623  0.69490  -0.54698  0.24

Cartesian forces (eV/Å) of the 3 atoms listed first:
2.53 0.97 1.88
-0.77 -1.44 -0.45
-3.32 2.54 1.80


5.
DFT (ωB97M-V with the def2-TZVPD basis set) results for 2 unconnected molecules or ions with the total composition C3H11N3 at a distorted geometry.

Computed properties:
E_HOMO in eV: -8.89
LUMO energy in eV: 0.7617
Energy above the lowest of the compared OMol25 structures with the same formula, charge and spin in eV: 1.315
Energy in Ha: -285.129517
SMILES: [H]/N=C/N.CCN

Last column: natural (NBO) charge in e.
Cartesian coordinates (Å):
C  -0.36226  1.85483  -1.65169  -0.61
C  0.58273  2.74832  -0.89044  -0.22
N  0.09798  3.00810  0.45890  -0.86
H  -1.33468  2.32486  -1.68703  0.22
H  -0.04900  1.59502  -2.65695  0.21
H  -0.52826  0.94876  -1.06872  0.19
H  1.63683  2.44776  -0.83682  0.17
H  0.65236  3.72986  -1.37152  0.18
H  0.39841  2.31454  1.12551  0.35
H  0.26188  3.91435  0.86177  0.37
N  0.77870  -2.41475  0.09830  -0.81
C  -0.42734  -2.52811  0.67879  0.28
N  -0.75595  -3.39632  1.56955  -0.75
H  0.90735  -1.69485  -0.58493  0.39
H  1.52461  -3.04410  0.33849  0.40
H  -1.24100  -2.04562  0.12191  0.14
H  -1.53134  -2.94967  2.06259  0.34

Cartesian forces (eV/Å) of the 3 atoms listed first:
-0.06 -0.42 0.52
0.78 1.54 0.37
-0.69 -0.49 0.41


6.
DFT (ωB97M-V with the def2-TZVPD basis set) results for a single C4H10O2 molecule.

Computed properties:
E_HOMO in eV: -10.14
LUMO energy in eV: 1.0008
Energy above the lowest of the compared OMol25 structures with the same formula, charge and spin in eV: 0.980
Energy in Ha: -308.862134
SMILES: COC[C@@H](C)O

Last column: natural (NBO) charge in e.
Cartesian coordinates (Å):
C  2.41059  -0.70219  -0.50205  -0.24
O  1.38154  -0.16209  0.28877  -0.56
C  0.24701  0.22393  -0.45882  -0.08
C  -0.89902  0.40156  0.53016  0.08
C  -2.23305  0.58801  -0.17098  -0.62
O  -0.99248  -0.75549  1.33518  -0.72
H  2.04355  -1.53919  -1.11576  0.17
H  2.84870  0.05378  -1.17022  0.17
H  3.18345  -1.07024  0.17691  0.19
H  -0.01532  -0.56965  -1.17791  0.17
H  0.44264  1.15150  -1.02090  0.17
H  -0.68201  1.28314  1.15725  0.16
H  -3.03896  0.49000  0.56136  0.23
H  -2.37828  -0.18303  -0.93585  0.21
H  -2.30651  1.57294  -0.64329  0.21
H  -0.07823  -0.97313  1.57189  0.48

Cartesian forces (eV/Å) of the 3 atoms listed first:
0.23 -0.11 -0.13
-0.01 0.04 0.04
-0.18 0.04 -0.11